(1)
{
  "formula": "C15H13ClO4",
  "method": "ωB97M-V/def2-TZVPD",
  "smiles": "O=C(O)c1ccc(COc2ccc(CO)cc2Cl)cc1",
  "e_lumo_ev": 0.31,
  "e_above_lowest_kj_mol": 6.9,
  "fmax_ev_per_a": 0.656,
  "species": ["O", "C", "O", "H", "C", "C", "C", "C", "C", "C", "H", "H", "C", "O", "C", "C", "C", "C", "C", "C", "Cl", "H", "C", "O", "H", "H", "H", "H", "H", "H", "H", "H", "H"],
  "xyz": [[0.4522, -3.2058, -3.8698], [1.2715, -3.2927, -2.9887], [2.4393, -3.9320, -3.1686], [2.4825, -4.2813, -4.0722], [1.1130, -2.7259, -1.6326], [2.1165, -2.8305, -0.6725], [1.9282, -2.2806, 0.5803], [0.7401, -1.6320, 0.8985], [-0.2598, -1.5296, -0.0641], [-0.0763, -2.0705, -1.3204], [-0.8423, -1.9977, -2.0772], [-1.1838, -1.0233, 0.1748], [0.5712, -0.9587, 2.2352], [1.0422, 0.3875, 2.1791], [0.3336, 1.2149, 1.3423], [0.8859, 1.5831, 0.1192], [0.2176, 2.4386, -0.7329], [-1.0297, 2.9435, -0.3849], [-1.5889, 2.5901, 0.8321], [-0.9133, 1.7364, 1.6874], [-1.6306, 1.3363, 3.2102], [-2.5526, 2.9868, 1.1069], [-1.7541, 3.8715, -1.3256], [-3.0165, 4.2181, -0.8088], [-3.4584, 4.8048, -1.4302], [-1.1370, 4.7722, -1.4750], [-1.8584, 3.3723, -2.3019], [0.6637, 2.7110, -1.6777], [1.8527, 1.1825, -0.1439], [1.1904, -1.4332, 2.9991], [-0.4792, -0.9864, 2.5486], [2.7094, -2.3501, 1.3228], [3.0367, -3.3373, -0.9173]],
  "forces_ev_per_angstrom": [[0.009, 0.027, 0.102], [-0.287, -0.068, -0.586], [0.466, -0.174, 0.160], [-0.256, 0.167, 0.102], [0.006, 0.129, 0.345], [-0.047, -0.030, -0.184], [-0.115, 0.065, 0.076], [0.021, 0.019, 0.070], [0.064, -0.116, 0.086], [0.121, -0.130, -0.197], [-0.060, 0.003, -0.065], [-0.095, 0.054, 0.031], [-0.087, -0.315, -0.066], [-0.042, 0.430, 0.010], [-0.101, 0.107, -0.041], [0.022, -0.031, 0.180], [-0.124, 0.019, 0.084], [-0.165, 0.045, 0.052], [0.003, 0.042, -0.159], [0.293, -0.118, -0.048], [-0.046, -0.017, 0.149], [-0.073, 0.000, 0.087], [0.367, 0.047, -0.369], [-0.264, 0.050, 0.134], [0.056, -0.055, 0.054], [-0.079, -0.145, -0.012], [0.049, 0.084, 0.129], [0.073, 0.023, -0.127], [0.097, -0.075, -0.009], [-0.126, 0.001, -0.073], [0.167, 0.013, 0.000], [0.088, -0.012, 0.084], [0.064, -0.038, -0.002]]
}

(2)
{
  "formula": "C12H10N2O4S",
  "method": "ωB97M-V/def2-TZVPD",
  "smiles": "CC(=O)CSc1nnc(-c2ccc3c(c2)OCO3)o1",
  "e_lumo_ev": 0.46,
  "e_above_lowest_kj_mol": 0.0,
  "fmax_ev_per_a": 1.767,
  "species": ["C", "C", "O", "C", "H", "H", "S", "C", "N", "N", "C", "C", "C", "C", "C", "C", "C", "H", "O", "C", "O", "H", "H", "H", "H", "O", "H", "H", "H"],
  "xyz": [[3.0939, 1.8895, -1.6386], [2.5421, 1.9987, -0.2476], [1.5187, 2.5644, 0.0292], [3.3842, 1.3495, 0.8416], [4.2870, 1.9412, 0.9995], [2.8197, 1.2950, 1.7735], [3.9933, -0.3172, 0.4062], [2.4703, -1.0941, 0.1562], [2.2569, -2.3357, -0.1484], [0.9252, -2.4772, -0.2605], [0.3801, -1.3215, -0.0236], [-1.0186, -0.9777, -0.0361], [-1.9578, -1.9859, -0.2436], [-3.3175, -1.7072, -0.2636], [-3.6925, -0.3969, -0.0702], [-2.7492, 0.6170, 0.1353], [-1.4036, 0.3599, 0.1577], [-0.6797, 1.1443, 0.3075], [-3.3971, 1.8094, 0.2943], [-4.7743, 1.5235, 0.1851], [-4.9457, 0.1394, -0.0437], [-5.2871, 1.8084, 1.1175], [-5.2053, 2.0913, -0.6547], [-4.0522, -2.4779, -0.4224], [-1.6020, -2.9925, -0.3887], [1.3273, -0.3812, 0.2537], [2.6562, 2.6577, -2.2706], [4.1780, 1.9648, -1.6362], [2.8271, 0.9171, -2.0521]],
  "forces_ev_per_angstrom": [[-0.262, 0.220, -0.229], [0.359, -0.047, 0.020], [-0.128, 0.168, 0.008], [-0.163, -0.467, 0.240], [0.029, -0.007, -0.014], [0.042, 0.127, -0.112], [0.298, 0.365, 0.150], [-0.169, -0.518, -0.116], [1.627, 0.637, 0.267], [-1.687, 0.252, -0.060], [0.564, -0.842, -0.175], [-0.514, 0.215, 0.036], [0.326, 0.178, 0.050], [-0.296, 0.317, 0.031], [0.597, 0.293, 0.070], [-0.302, -0.612, -0.107], [-0.255, 0.044, -0.010], [0.110, 0.114, 0.029], [0.448, -0.031, 0.013], [-0.914, 0.845, 0.094], [0.090, -0.458, -0.069], [0.173, -0.125, -0.179], [0.158, -0.177, 0.145], [-0.092, -0.116, -0.022], [0.007, -0.123, -0.015], [-0.171, -0.177, 0.002], [-0.018, 0.042, 0.016], [0.097, -0.039, -0.040], [0.047, -0.080, -0.022]]
}

(3)
{
  "formula": "C27H32ClIrN3O6",
  "method": "ωB97M-V/def2-TZVPD",
  "total_charge": -1,
  "e_lumo_ev": [1.92, 0.16],
  "s2": 6.053,
  "fmax_ev_per_a": 3.474,
  "multiplicity": 5,
  "species": ["Ir", "Cl", "N", "N", "C", "C", "C", "C", "C", "C", "H", "H", "H", "H", "H", "H", "C", "C", "C", "C", "H", "H", "H", "H", "H", "H", "O", "H", "H", "O", "H", "H", "C", "C", "C", "H", "H", "C", "C", "H", "C", "C", "C", "C", "H", "C", "H", "H", "H", "H", "H", "H", "H", "H", "O", "C", "O", "C", "C", "C", "C", "C", "C", "N", "O", "O", "H", "H", "H", "H"],
  "xyz": [[-1.1713, 0.1413, -0.1977], [-2.8336, -0.9912, 1.1255], [-0.5505, 2.1885, -0.4244], [-0.4942, -1.9377, -0.4989], [-1.3172, 2.9903, -1.1572], [-1.1776, -2.7077, -1.3136], [0.7187, 2.9639, -0.2298], [0.2078, 4.4015, -0.3550], [1.7001, 2.6806, -1.3627], [1.4516, 2.8588, 1.0894], [1.2345, 2.8155, -2.3519], [2.0889, 1.6583, -1.2697], [2.5358, 3.3888, -1.2627], [0.7611, 3.0560, 1.9197], [2.2196, 3.6510, 1.0634], [1.9537, 1.8891, 1.1935], [0.4229, -2.8239, 0.2679], [0.2762, -4.1730, -0.4427], [-0.0719, -3.0196, 1.6908], [1.8563, -2.3144, 0.2500], [2.2296, -2.3019, -0.7828], [2.4701, -2.9942, 0.8614], [1.8888, -1.3038, 0.6755], [-1.1026, -3.4015, 1.6813], [-0.0276, -2.0740, 2.2406], [0.5972, -3.7495, 2.1677], [-0.8578, -4.0018, -1.3280], [0.0524, -4.9961, 0.2521], [1.1406, -4.4506, -1.0610], [-0.9788, 4.2801, -1.1638], [0.9224, 5.0808, -0.8390], [-0.0886, 4.8149, 0.6212], [-2.3972, 2.6039, -2.0793], [-2.2756, -2.2601, -2.1897], [-1.7655, -1.0132, -2.8076], [-3.1184, -2.0508, -1.5099], [-2.5204, -3.0359, -2.9080], [-1.7017, 0.1831, -2.0352], [-1.8400, 1.4045, -2.7625], [-2.7436, 0.2801, -0.4534], [-1.2939, 1.4540, -4.0602], [-0.8385, 0.2623, -4.6416], [-1.0380, 2.7699, -4.7445], [-1.1966, -0.9750, -4.0906], [-0.2207, 0.3022, -5.5551], [-0.8611, -2.2619, -4.7894], [-0.2875, -2.0541, -5.6993], [-1.7477, -2.8438, -5.0758], [-0.2446, -2.9004, -4.1405], [-1.9419, 3.3620, -4.9430], [-0.5452, 2.5877, -5.7085], [-0.3609, 3.3947, -4.1430], [-2.6063, 3.4137, -2.7743], [-3.2877, 2.3565, -1.4718], [-1.1725, 1.4259, 2.6091], [-0.2715, 0.5960, 2.5086], [0.1763, 0.0820, 1.3616], [0.5320, 0.0813, 3.6899], [1.7133, -0.6875, 3.5883], [2.3393, -1.1975, 4.7213], [1.8516, -0.8891, 6.0152], [0.7254, -0.0398, 6.1280], [0.0912, 0.4330, 4.9827], [2.4462, -1.5011, 7.1665], [3.3971, -2.3023, 7.0025], [1.9956, -1.2148, 8.3029], [2.1445, -0.8697, 2.6060], [3.2074, -1.8437, 4.6084], [0.3531, 0.2249, 7.1224], [-0.7526, 1.1044, 5.1109]],
  "forces_ev_per_angstrom": [[0.329, -1.142, 0.796], [-1.177, -1.051, 1.586], [-0.524, 2.770, -2.031], [-0.567, -1.678, -1.780], [1.996, -0.364, 2.042], [1.493, 0.472, 1.862], [-0.004, 0.776, 0.385], [-0.065, 0.181, 0.405], [-0.045, -0.272, -0.197], [0.004, -0.082, 0.201], [0.143, -0.111, 0.240], [-0.090, 0.192, -0.162], [-0.140, -0.267, -0.104], [0.304, -0.295, -0.088], [-0.153, -0.262, 0.188], [-0.261, 0.265, 0.186], [0.056, -0.016, 0.458], [0.103, -0.365, -0.331], [-0.058, 0.324, 0.321], [-0.044, 0.033, -0.105], [0.059, 0.037, 0.199], [-0.043, 0.282, -0.228], [0.014, -0.337, -0.167], [0.265, 0.116, 0.108], [-0.129, -0.374, -0.037], [-0.227, 0.154, 0.061], [-0.120, -0.115, -0.046], [0.028, 0.316, -0.282], [-0.161, 0.118, 0.066], [0.109, 0.132, -0.497], [-0.319, -0.202, 0.004], [0.034, -0.136, -0.265], [-0.050, -0.329, 0.707], [0.429, -0.035, 0.670], [0.570, 1.695, -1.013], [0.055, -0.020, -0.339], [-0.061, 0.007, 0.009], [-2.326, 0.068, -2.506], [0.651, -1.428, -1.204], [-0.400, 0.798, -0.840], [-0.070, -0.071, 0.533], [-0.146, -0.042, -0.104], [0.207, 0.190, -0.308], [-0.115, 0.057, 0.276], [-0.556, -0.055, 0.395], [0.186, -0.188, -0.259], [-0.113, -0.102, 0.129], [0.138, 0.156, 0.054], [-0.138, 0.058, -0.186], [0.132, -0.208, 0.082], [-0.133, 0.120, 0.196], [-0.188, -0.053, -0.143], [-0.031, 0.058, 0.202], [0.203, -0.014, -0.426], [0.163, -0.387, -0.383], [1.873, -0.481, 0.683], [-0.101, 0.403, 1.354], [-0.709, 0.879, -0.159], [-0.078, -0.084, 0.468], [0.014, 0.166, -0.662], [0.421, -0.905, 0.865], [-0.334, 0.315, -0.091], [0.485, -0.318, 0.745], [-0.972, 1.050, -1.652], [0.517, -0.378, -0.167], [-0.249, 0.192, 0.455], [-0.150, -0.118, 0.277], [-0.146, 0.235, 0.204], [0.233, -0.150, -0.415], [-0.018, -0.178, -0.233]]
}

(4)
{
  "formula": "C6H15N",
  "method": "ωB97M-V/def2-TZVPD",
  "smiles": "CC[C@H](C)[C@@H](C)N",
  "e_lumo_ev": 1.12,
  "e_above_lowest_kj_mol": 36.1,
  "fmax_ev_per_a": 1.548,
  "species": ["C", "C", "C", "C", "C", "C", "N", "H", "H", "H", "H", "H", "H", "H", "H", "H", "H", "H", "H", "H", "H", "H"],
  "xyz": [[-1.7829, 0.9385, -0.6327], [-1.2507, -0.0414, 0.4134], [0.2188, -0.4438, 0.2248], [0.5309, -0.8429, -1.2151], [1.1426, 0.6927, 0.6858], [2.6570, 0.3535, 0.6942], [-2.1135, -1.2326, 0.4818], [-1.9637, 0.4215, -1.5796], [-1.1069, 1.7513, -0.8655], [-2.7595, 1.3296, -0.3335], [-1.3534, 0.4541, 1.3845], [0.4797, -1.3302, 0.8253], [0.0902, -0.2265, -1.9942], [0.1697, -1.8451, -1.4730], [1.6041, -0.8796, -1.4397], [0.8901, 0.9577, 1.7284], [0.9435, 1.6163, 0.1400], [2.8103, -0.6196, 1.1525], [3.0200, 0.2969, -0.3296], [3.1783, 1.1689, 1.1783], [-2.7120, -1.1966, 1.2885], [-2.6928, -1.3229, -0.3347]],
  "forces_ev_per_angstrom": [[-0.262, -0.367, -0.329], [-0.424, -0.244, 0.292], [0.722, 0.375, -0.473], [0.178, -0.747, -0.821], [0.324, -0.015, 0.914], [-1.245, 0.321, -0.863], [0.332, -0.073, 0.061], [0.075, -0.082, 0.010], [0.134, 0.283, 0.153], [0.204, 0.102, 0.148], [0.292, -0.014, 0.037], [-0.495, 0.305, 0.149], [-0.029, 0.512, 0.164], [-0.092, -0.005, 0.358], [-0.154, 0.079, 0.283], [-0.126, -0.211, -0.224], [0.145, -0.027, -0.317], [0.232, 0.075, 0.307], [0.192, -0.044, -0.052], [0.346, -0.139, 0.318], [-0.187, -0.044, 0.094], [-0.163, -0.039, -0.210]]
}

(5)
{
  "formula": "C13H16N10NiO8S",
  "method": "ωB97M-V/def2-TZVPD",
  "e_lumo_ev": [-1.28, -1.29],
  "s2": 2.004,
  "fmax_ev_per_a": 0.978,
  "multiplicity": 3,
  "species": ["Ni", "N", "N", "C", "N", "N", "N", "O", "O", "H", "H", "H", "H", "H", "C", "C", "C", "N", "H", "H", "H", "H", "H", "O", "S", "O", "O", "C", "N", "C", "C", "C", "N", "C", "C", "C", "N", "C", "C", "H", "H", "H", "H", "H", "H", "O", "N", "O", "O"],
  "xyz": [[-0.0541, 0.1208, -0.3127], [-0.2425, -0.1620, 2.0002], [-0.8302, -1.3698, 2.3760], [-1.1862, -2.2435, 1.4086], [-1.9136, -3.2987, 1.7413], [-0.7063, -1.9248, 0.2091], [-1.1044, -2.6488, -0.8981], [-1.8080, -3.6437, -0.8131], [-0.7665, -2.1461, -1.9501], [0.6830, -0.0765, 2.4044], [-0.8208, 0.6268, 2.2644], [-1.1235, -1.5198, 3.3270], [-2.2951, -3.3981, 2.6655], [-2.1683, -3.9379, 1.0016], [-1.0030, 1.5402, -5.4470], [-0.2736, 0.3539, -4.8065], [-0.0259, 0.5670, -3.3790], [0.1754, 0.7408, -2.2662], [-1.1473, 1.3390, -6.5064], [-0.4243, 2.4566, -5.3447], [-1.9778, 1.6921, -4.9868], [0.6891, 0.1689, -5.2822], [-0.8571, -0.5644, -4.8885], [9.3195, -3.2323, -1.0009], [8.6005, -3.1307, 0.2548], [7.3870, -3.9239, 0.3321], [9.4208, -3.1470, 1.4485], [7.9859, -1.4279, 0.2035], [8.8778, -0.4163, 0.2055], [8.3896, 0.8087, 0.1435], [7.0280, 1.0875, 0.0807], [6.2000, -0.0126, 0.0877], [6.6654, -1.2515, 0.1471], [4.7104, 0.0602, 0.0363], [3.9921, 1.2505, 0.0935], [2.6161, 1.2145, 0.0570], [1.9319, 0.0647, -0.0272], [2.6222, -1.0868, -0.0926], [3.9941, -1.1320, -0.0609], [9.1138, 1.6181, 0.1443], [6.6680, 2.1064, 0.0247], [4.4904, 2.2063, 0.1744], [2.0266, 2.1227, 0.0990], [2.0347, -1.9946, -0.1630], [4.5372, -2.0684, -0.1008], [-2.0790, 0.5475, -0.3574], [-1.9069, 1.7442, 0.0691], [-2.8014, 2.5166, 0.2193], [-0.6839, 2.0286, 0.3354]],
  "forces_ev_per_angstrom": [[-0.254, 0.148, 0.932], [-0.009, -0.045, 0.056], [-0.100, -0.004, 0.033], [0.223, 0.165, -0.080], [-0.017, -0.016, 0.022], [0.156, -0.424, -0.692], [-0.657, 0.547, -0.212], [0.271, -0.185, 0.127], [0.265, -0.227, 0.096], [0.020, 0.028, 0.011], [0.005, 0.031, 0.083], [0.008, 0.035, 0.051], [0.021, 0.013, 0.012], [-0.006, -0.017, 0.004], [0.028, -0.035, 0.030], [-0.049, 0.107, 0.171], [0.098, 0.043, -0.291], [-0.253, -0.337, -0.076], [-0.006, 0.006, 0.004], [-0.001, -0.013, -0.008], [0.009, -0.004, -0.001], [0.043, 0.010, 0.001], [-0.002, -0.012, 0.019], [-0.073, 0.079, 0.068], [0.076, -0.456, 0.004], [0.105, 0.105, -0.008], [-0.065, 0.074, -0.047], [-0.243, 0.742, -0.046], [-0.235, -0.351, 0.001], [0.103, -0.016, 0.013], [0.065, 0.172, -0.010], [-0.338, -0.059, 0.005], [0.508, -0.234, 0.026], [0.120, 0.014, -0.002], [0.108, 0.057, 0.032], [-0.097, -0.143, 0.016], [0.162, -0.057, -0.183], [-0.134, 0.107, 0.079], [0.081, -0.054, 0.012], [0.000, -0.019, -0.004], [0.031, -0.045, 0.004], [-0.005, -0.010, -0.002], [-0.016, -0.004, -0.028], [-0.007, 0.033, -0.031], [-0.006, 0.024, 0.003], [-0.030, 0.276, 0.074], [0.359, -0.320, -0.122], [-0.157, 0.136, 0.049], [-0.105, 0.135, -0.196]]
}

Calculated E_tot in order - -1340.56604; -1271.90304; -2228.12538; -292.35527; -3560.74887 a.u.